(1)
The following is a quantum chemistry calculation of a 2-piece molecular cluster, C6H8FN overall, from the OMol25 dataset.

The geometry in ORCA input format:
```
! RIJCOSX wB97M-V def2-TZVPD def2/J DEFGRID3
* xyz 0 1
C 1.2536 -1.2100 1.0904
C -0.2093 0.1129 -0.0401
C 2.4283 -1.2808 0.5983
C -1.4266 -0.2758 0.2262
C 0.5272 1.1745 -0.7347
C -2.6492 0.3808 -0.2601
N 3.5115 -1.1614 0.0349
F 0.5304 -2.0101 1.8038
H -1.6767 -1.1335 0.7658
H 0.8252 1.9534 -0.0755
H 0.0223 1.7631 -1.5591
H 1.4851 0.7999 -1.1320
H -2.4967 1.1703 -1.1103
H -3.1334 0.7071 0.5840
H -3.2733 -0.3555 -0.6938
H 4.2817 -0.6350 0.5021
*
```

Results
LUMO energy = 0.00380 Ha
E_HOMO = -0.311 hartree
Frontier orbital gap = 0.3147 hartree
Relative energy (zero: lowest compared OMol25 entry of this formula, charge and spin) = 127.8 kcal/mol



(2)
The following is a quantum chemistry calculation of a 11-piece molecular cluster, C11H33N11O22 overall, from the OMol25 dataset.

The geometry in ORCA input format:
```
! RIJCOSX wB97M-V def2-TZVPD def2/J DEFGRID3
* xyz 0 1
C -0.1421 -0.0167 0.1439
N -1.1794 0.4104 -0.8161
O -1.8825 1.3488 -0.4932
O -1.2937 -0.2050 -1.8572
H -0.2448 0.6330 1.0060
H 0.8503 0.0834 -0.2782
H -0.3406 -1.0392 0.4574
C 4.1502 2.7394 -2.7303
N 3.5345 2.9386 -1.3879
O 2.7720 2.0792 -1.0000
O 3.8454 3.9334 -0.7675
H 5.0416 3.3511 -2.7920
H 3.4255 3.0658 -3.4726
H 4.3528 1.6789 -2.8367
C -5.1326 2.3865 0.7772
N -4.7654 3.6291 0.0571
O -5.5810 4.5299 0.0849
O -3.6834 3.6745 -0.4853
H -4.2409 1.7853 0.9217
H -5.8652 1.8275 0.2018
H -5.5800 2.7109 1.7106
C -2.1621 -5.2611 -0.7367
N -1.8203 -3.8854 -0.3181
O -2.3577 -2.9650 -0.8894
O -1.0781 -3.7618 0.6378
H -2.6472 -5.2408 -1.7025
H -2.8096 -5.6613 0.0428
H -1.2625 -5.8706 -0.7466
C -1.8965 3.3403 2.6034
N -2.5969 2.4818 3.5898
O -2.4148 2.6971 4.7691
O -3.3242 1.6133 3.1454
H -1.3406 4.1102 3.1243
H -2.6361 3.7276 1.9124
H -1.1784 2.7174 2.0779
C -2.5258 -3.7797 3.2538
N -1.4866 -2.7453 3.4697
O -1.6327 -1.6681 2.9292
O -0.5396 -3.0642 4.1590
H -3.3443 -3.3715 2.6750
H -2.8980 -4.0907 4.2275
H -2.0312 -4.6233 2.7857
C 4.3978 -0.2993 0.8508
N 3.4936 -0.9341 1.8593
O 2.3646 -0.5056 1.8981
O 3.9367 -1.8345 2.5469
H 3.8289 -0.2738 -0.0714
H 5.2827 -0.9196 0.7712
H 4.6437 0.6864 1.2326
C 2.5167 -1.5518 -4.0649
N 2.8941 -1.1756 -2.6683
O 2.0112 -1.1070 -1.8500
O 4.0757 -0.9591 -2.4322
H 1.6458 -2.1887 -3.9943
H 3.3818 -2.0370 -4.5054
H 2.3587 -0.6256 -4.6114
C -3.2866 1.5436 -4.0069
N -3.5947 2.0591 -5.3528
O -3.2514 1.3686 -6.2935
O -4.1873 3.1145 -5.4392
H -3.1574 2.3516 -3.2911
H -2.3570 0.9880 -4.0649
H -4.0817 0.9000 -3.6422
C 3.1922 3.6002 2.7686
N 1.8337 3.6996 2.2065
O 1.2443 2.6614 1.9977
O 1.3904 4.8099 1.9990
H 3.1700 2.8716 3.5755
H 3.5115 4.5608 3.1496
H 3.8308 3.2336 1.9690
C 2.2463 -3.9652 0.8460
N 1.9494 -4.7650 -0.3821
O 1.3180 -4.2124 -1.2653
O 2.3413 -5.9106 -0.4372
H 3.2258 -3.5298 0.6639
H 2.3205 -4.6642 1.6697
H 1.4526 -3.2336 0.9156
*
```

Results
LUMO energy = -0.01402 Ha
SMILES = C[N+](=O)[O-].C[N+](=O)[O-].C[N+](=O)[O-].C[N+](=O)[O-].C[N+](=O)[O-].C[N+](=O)[O-].C[N+](=O)[O-].C[N+](=O)[O-].C[N+](=O)[O-].C[N+](=O)[O-].C[N+](=O)[O-]
E_HOMO = -0.391 hartree
Frontier orbital gap = 0.3773 hartree
Relative energy (zero: lowest compared OMol25 entry of this formula, charge and spin) = 9.2 kcal/mol



(3)
The following is a quantum chemistry calculation of a 2-piece molecular cluster, C4H5I overall, from the OMol25 dataset.

The geometry in ORCA input format:
```
! RIJCOSX wB97M-V def2-TZVPD def2/J DEFGRID3
* xyz 0 1
C 0.8887 1.1747 -0.6039
C 0.7722 1.1197 0.7123
C 0.9887 -0.1366 0.0135
C -1.1232 -1.2740 -0.0585
I -2.4426 0.3481 -0.1427
H 0.8814 1.7425 -1.5004
H 0.5959 1.6090 1.6400
H 1.7368 -0.8948 0.0665
H -1.1984 -1.8460 0.8465
H -1.0994 -1.8427 -0.9733
*
```

Results
LUMO energy = 0.02634 Ha
E_HOMO = -0.281 hartree
Frontier orbital gap = 0.3069 hartree
Relative energy (zero: lowest compared OMol25 entry of this formula, charge and spin) = 86.2 kcal/mol